12
Properties=species:S:1:pos:R:3 method="wB97M-V/def2-TZVPD" energy_ha=-618.59036 max_force_ev_per_a=4.54 relative_energy_kcal_mol=28.0 e_lumo_ha="-0.0148 / -0.0148"
N -1.15433 1.49146 0.94516
N -1.04166 0.08747 0.79872
N 1.82236 -0.02658 0.12987
N -0.80110 -2.00552 -0.33761
N 2.40725 0.19975 1.25019
P -0.32929 -0.36690 -0.55513
H -1.18941 1.91332 1.85646
H -1.75727 1.94734 0.32633
H 2.14170 -0.97824 -0.10294
H -1.49213 -2.14873 0.37071
H -0.97806 -2.43818 -1.22602
H 2.20833 1.08634 1.73400

111
Properties=species:S:1:pos:R:3 method="wB97M-V/def2-TZVPD" energy_ha=-5712.63881 s2=3.758 max_force_ev_per_a=6.88 relative_energy_kcal_mol=0.0 charge=-1 e_lumo_ha="0.0719 / 0.0715" multiplicity=4
Co 8.65741 1.49223 15.29019
O 7.99820 3.08078 16.22270
H 7.19267 2.92710 16.71409
N 8.77605 -0.22310 16.34253
S 8.36594 -0.44522 18.01362
O 9.35799 -0.77538 18.99023
O 7.02146 -0.92135 18.22348
F 8.18550 1.12015 18.21483
S 9.27066 -1.69863 16.20830
O 8.32873 -2.77621 16.32679
O 10.61083 -1.88474 16.70174
F 9.60531 -1.71913 14.63245
N 8.91788 1.81724 13.33756
S 9.43153 3.35166 12.81860
O 9.48915 4.25274 13.92952
O 9.09596 3.82911 11.51464
F 10.98999 2.94170 12.64760
S 8.43621 1.21594 11.97546
O 9.44424 0.89922 11.01120
O 7.13358 1.65577 11.54919
F 8.10558 -0.25275 12.59458
C 6.65743 -3.82144 13.15493
C 7.82722 -3.56182 12.21027
O 7.30027 -3.34823 10.90263
H 6.01891 -2.93448 13.19528
H 7.00870 -3.98538 14.17621
H 5.98915 -4.64221 12.89337
H 8.45072 -4.46263 12.21841
H 8.40350 -2.72231 12.59913
H 7.96041 -3.66413 10.28063
C 4.50892 -0.39515 15.52790
C 5.64547 -0.02440 14.58614
O 6.46973 1.04322 15.06344
H 3.87284 0.46872 15.72747
H 4.93126 -0.77177 16.45973
H 3.85893 -1.14465 15.07612
H 5.27223 0.22086 13.58546
H 6.27894 -0.89423 14.40238
H 5.86509 1.68609 15.46561
C 4.83613 2.69010 19.56399
C 4.77896 1.85247 18.30108
O 4.85017 2.61905 17.10354
H 4.03251 3.42791 19.58226
H 5.79022 3.21517 19.65972
H 4.76083 2.06663 20.45761
H 3.82063 1.31882 18.33474
H 5.56873 1.10331 18.25008
H 3.97018 2.91402 16.85614
C 12.96705 -3.85536 14.61168
C 12.97281 -2.55068 13.84123
O 14.34478 -2.25273 13.56317
H 13.39348 -4.72210 14.10213
H 11.98420 -4.17179 14.97090
H 13.54667 -3.79717 15.53822
H 12.49223 -1.77087 14.43435
H 12.41940 -2.68521 12.90740
H 14.37730 -1.33725 13.26652
C 10.65108 4.76578 20.21710
C 9.57216 4.01721 19.43470
O 8.49870 4.91056 19.15793
H 11.12871 5.44083 19.50540
H 11.38824 4.10770 20.68253
H 10.21076 5.35275 21.02448
H 9.21966 3.15451 20.01622
H 9.97128 3.56702 18.52702
H 7.95188 4.91566 19.94772
C 7.40049 -0.14480 21.97740
C 7.99914 1.11370 22.57989
O 9.05629 0.74137 23.48471
H 6.77529 0.12681 21.12225
H 6.85085 -0.72517 22.71663
H 8.14947 -0.79333 21.51795
H 7.26613 1.73572 23.09478
H 8.47596 1.69950 21.78739
H 9.02200 1.32155 24.24854
C 10.85459 -4.45451 19.84109
C 11.33290 -4.87960 18.46328
O 12.22570 -5.99377 18.56088
H 11.71948 -4.21353 20.46366
H 10.32170 -5.27551 20.32069
H 10.27046 -3.53847 19.76577
H 11.84897 -4.01757 18.02827
H 10.53434 -5.21653 17.79560
H 12.41201 -6.33818 17.68676
C 12.30561 1.66271 17.40594
C 11.84038 1.40539 15.98695
O 10.65699 2.14383 15.70761
H 13.15739 1.06345 17.73105
H 11.49545 1.46574 18.11137
H 12.60620 2.70543 17.54713
H 11.64432 0.35573 15.77029
H 12.63635 1.68156 15.28422
H 10.83095 3.08736 15.81928
C 6.79944 -4.26414 19.27564
C 6.67896 -4.41568 20.76894
O 7.27507 -5.65914 21.15980
H 6.32707 -3.36859 18.87998
H 6.36051 -5.14492 18.79923
H 7.85728 -4.26366 19.00736
H 5.63506 -4.45341 21.10147
H 7.15434 -3.54592 21.23910
H 7.07331 -5.77303 22.09269
C 11.62263 0.34423 20.98642
C 11.69812 -0.99538 21.69566
O 11.52850 -0.83037 23.09683
H 12.35252 1.04061 21.40259
H 10.62489 0.78659 21.03100
H 11.83362 0.24464 19.91892
H 12.66311 -1.44385 21.46517
H 10.92273 -1.66073 21.30919
H 10.65384 -0.44936 23.26252

98
Properties=species:S:1:pos:R:3 method="wB97M-V/def2-TZVPD" energy_ha=-1846.29192 s2=0.756 max_force_ev_per_a=2.87 relative_energy_kcal_mol=12.0 charge=+1 e_lumo_ha="-0.0719 / -0.2736" multiplicity=2
C 6.59850 2.71046 0.32053
C 5.68308 1.44912 0.26267
C 5.78665 0.31452 1.27756
O 4.97791 -0.86702 1.07968
C 5.58600 -1.77757 0.16934
N 4.38824 2.06886 0.13284
H 6.43961 3.47991 -0.43499
H 7.66933 2.52232 0.24299
H 6.41077 3.08984 1.32498
H 5.95231 0.90076 -0.64006
H 5.67388 0.78005 2.25668
H 6.84070 0.03897 1.24356
H 5.07076 -2.73508 0.24557
H 6.66554 -1.91167 0.23789
H 5.40109 -1.46180 -0.85740
H 3.69868 1.33469 0.20762
H 4.24089 2.48985 -0.77333
C -2.79903 3.27677 2.87936
C -2.95874 1.81729 3.25813
C -1.73801 1.23767 3.97534
O -0.77448 0.60013 3.11199
C -1.14573 -0.76346 2.86497
N -4.12242 1.72442 4.08109
H -2.40829 3.79875 3.75284
H -3.72540 3.83595 2.74794
H -2.08586 3.42152 2.06786
H -3.23489 1.22386 2.38653
H -1.93829 0.54659 4.79413
H -1.27323 2.11483 4.42551
H -2.16941 -0.97172 2.55383
H -0.81448 -1.37430 3.70477
H -0.70003 -1.13181 1.94098
H -4.45395 2.65287 4.30057
H -3.78342 1.34337 4.95285
C 0.42733 0.97371 -0.57691
C 1.11009 -0.40005 -0.31263
C 1.74174 -1.02203 -1.62126
O 2.09977 -2.39579 -1.57609
C 0.99553 -3.32393 -1.33292
N 2.13427 -0.17089 0.65411
H -0.02012 1.37821 0.33098
H -0.38203 0.89454 -1.30269
H 1.16963 1.71776 -0.86585
H 0.28928 -0.99481 0.08819
H 2.65238 -0.46691 -1.84635
H 1.09833 -0.83665 -2.48136
H 0.00597 -3.16301 -1.76067
H 0.81522 -3.46988 -0.26789
H 1.32188 -4.29694 -1.70013
H 2.89682 -0.82503 0.75760
H 1.80403 0.11197 1.56572
C -3.48702 0.64492 -1.99016
C -4.21091 1.77399 -2.75356
C -3.94507 3.09506 -2.03487
O -4.51924 3.28809 -0.71259
C -5.85974 3.61903 -0.94053
N -3.58940 1.89168 -4.10759
H -3.85301 0.54163 -0.96865
H -2.41854 0.80226 -2.13741
H -3.71679 -0.31813 -2.44605
H -5.27872 1.55719 -2.72371
H -4.08292 3.96682 -2.67449
H -2.88239 3.27866 -1.87641
H -5.91611 4.53893 -1.52251
H -6.26712 3.78272 0.05714
H -6.40944 2.89468 -1.54156
H -3.66255 0.98865 -4.55398
H -4.16618 2.51400 -4.65545
C 3.22443 3.40334 -3.01884
C 4.31859 4.42448 -2.94167
O 3.97435 5.60834 -3.60797
O 2.25008 3.93989 -2.19690
H 3.52839 2.44588 -2.59575
H 3.02119 3.27921 -4.08250
H 5.32061 4.06782 -3.18006
H 4.53707 4.55802 -1.88217
H 4.36749 6.31261 -3.08733
H 2.23141 4.83202 -2.55097
C -1.26059 -6.59228 1.72305
C -0.12088 -7.22812 0.93351
O -0.36272 -7.29120 -0.45380
O -1.00791 -5.22443 1.58052
H -1.17757 -6.99402 2.73291
H -2.29024 -6.86008 1.48598
H -0.01277 -8.21794 1.37701
H 0.86787 -6.79960 1.09737
H 0.37748 -7.03768 -1.01007
H -1.58039 -4.83634 0.91475
C -3.44371 -3.22176 1.18029
C -3.21525 -2.86711 -0.30432
O -2.24501 -3.74895 -0.77240
O -4.04427 -4.45092 1.38808
H -4.01238 -2.45943 1.71280
H -2.44874 -3.11428 1.61226
H -2.96012 -1.81752 -0.45058
H -4.06675 -3.10843 -0.94057
H -2.74593 -4.47164 -1.15763
H -3.87691 -4.87932 2.23073